Molecular formula: C47H48Cl3IrN12O5S2
Method: DFT, ωB97M-V/def2-TZVPD

Total charge: +3
E_tot, eV: -139691.20934
LUMO level (alpha / beta), eV: -7.68 / -10.82
⟨S²⟩: 0.7660
Multiplicity: 2

Positions of all 118 atoms, in Å:
Ir -0.092 0.641 0.090
C -2.676 1.858 4.728
N -1.537 1.653 3.822
C -1.404 0.737 2.879
N -0.356 1.042 2.118
C 0.117 2.201 2.669
N -0.575 2.595 3.701
C -3.778 2.628 4.033
C -4.308 3.793 4.567
C -5.351 4.444 3.914
C -5.858 3.950 2.723
C -5.318 2.786 2.183
C -4.291 2.130 2.844
C -5.809 2.228 0.926
N -6.626 2.720 0.064
N -6.729 1.785 -0.958
C -5.966 0.802 -0.632
O -5.343 1.009 0.555
C -5.694 -0.447 -1.341
C -6.378 -0.758 -2.512
C -6.094 -1.944 -3.169
C -5.122 -2.807 -2.678
C -4.437 -2.499 -1.508
C -3.392 -3.461 -0.985
N -2.287 -2.745 -0.331
C -1.729 -1.616 -0.724
N -0.789 -1.273 0.155
C -0.818 -2.275 1.079
N -1.718 -3.183 0.811
C -4.739 -1.322 -0.836
H -2.296 2.378 5.603
H -3.024 0.870 5.030
H -2.069 -0.100 2.742
H 0.959 2.747 2.276
H -3.924 4.191 5.499
H -5.773 5.342 4.345
H -6.672 4.448 2.213
H -3.898 1.223 2.406
H -7.123 -0.072 -2.892
H -6.625 -2.197 -4.076
H -4.901 -3.724 -3.210
H -2.976 -4.053 -1.799
H -3.786 -4.147 -0.236
H -2.041 -1.053 -1.586
H -0.185 -2.315 1.950
H -4.238 -1.065 0.089
C 1.248 -2.221 -4.294
C 0.562 -0.903 -3.954
C -0.900 -0.944 -4.388
C 1.293 0.265 -4.618
N 0.612 -0.823 -2.464
N 0.204 0.460 -1.968
H 1.186 -2.408 -5.365
H 0.773 -3.051 -3.771
H 2.307 -2.195 -4.025
H -0.959 -1.039 -5.471
H -1.449 -0.031 -4.134
H -1.409 -1.803 -3.946
H 1.361 0.100 -5.693
H 2.315 0.356 -4.238
H 0.776 1.218 -4.482
H 1.574 -0.954 -2.164
H -0.665 0.721 -2.442
H 0.852 1.200 -2.257
C -5.102 7.195 0.984
C -4.223 6.056 0.563
C -4.451 5.402 -0.647
C -3.639 4.365 -1.063
C -2.589 3.974 -0.236
C -2.341 4.599 0.986
C -3.155 5.644 1.367
S -1.646 2.617 -0.710
O -1.740 2.416 -2.131
O -0.212 2.780 -0.219
O -2.076 1.361 0.036
H -6.133 7.028 0.677
H -4.766 8.120 0.511
H -5.072 7.345 2.062
H -5.283 5.706 -1.270
H -3.812 3.865 -2.006
H -1.519 4.282 1.613
H -2.971 6.149 2.306
Cl 7.584 4.015 4.416
C 6.943 2.503 3.921
C 5.567 2.353 3.761
C 5.063 1.128 3.367
C 5.894 0.031 3.135
C 5.311 -1.298 2.733
C 4.933 -1.395 1.256
N 3.881 -0.490 0.802
C 4.084 0.692 0.131
C 2.856 1.176 -0.182
N 1.905 0.286 0.279
C 2.555 -0.695 0.883
O 4.152 -1.668 3.482
C 4.164 -1.423 4.877
C 5.425 -1.860 5.570
C 6.144 -1.048 6.499
Cl 5.708 0.476 6.995
S 7.548 -1.810 7.140
C 7.216 -3.186 6.197
C 6.057 -3.075 5.417
C 7.271 0.220 3.291
Cl 8.394 -1.057 2.939
C 7.800 1.442 3.679
H 4.913 3.195 3.943
H 3.991 1.008 3.257
H 6.077 -2.068 2.854
H 4.635 -2.417 1.023
H 5.822 -1.168 0.669
H 5.070 1.073 -0.072
H 2.587 2.085 -0.695
H 2.114 -1.572 1.324
H 3.329 -2.004 5.274
H 3.977 -0.370 5.095
H 7.873 -4.044 6.251
H 5.705 -3.869 4.774
H 8.870 1.567 3.778

Here are the Löwdin charges for atoms 1 to 99, given in e: number 1, Ir, carries 1.354; number 2, C, carries -0.040; number 3, N, carries -0.081; number 4, C, carries -0.115; number 5, N, carries -0.076; number 6, C, carries -0.186; number 7, N, carries 0.160; number 8, C, carries -0.193; number 9, C, carries -0.011; number 10, C, carries -0.040; number 11, C, carries 0.000; number 12, C, carries -0.124; number 13, C, carries 0.021; number 14, C, carries -0.293; number 15, N, carries 0.144; number 16, N, carries 0.146; number 17, C, carries -0.284; number 18, O, carries 0.110; number 19, C, carries -0.121; number 20, C, carries 0.011; number 21, C, carries -0.031; number 22, C, carries -0.017; number 23, C, carries -0.205; number 24, C, carries -0.034; number 25, N, carries -0.084; number 26, C, carries -0.122; number 27, N, carries -0.083; number 28, C, carries -0.174; number 29, N, carries 0.158; number 30, C, carries 0.015; number 31, H, carries 0.135; number 32, H, carries 0.142; number 33, H, carries 0.147; number 34, H, carries 0.125; number 35, H, carries 0.123; number 36, H, carries 0.120; number 37, H, carries 0.130; number 38, H, carries 0.105; number 39, H, carries 0.128; number 40, H, carries 0.121; number 41, H, carries 0.124; number 42, H, carries 0.137; number 43, H, carries 0.144; number 44, H, carries 0.140; number 45, H, carries 0.118; number 46, H, carries 0.121; number 47, C, carries -0.032; number 48, C, carries -0.617; number 49, C, carries -0.027; number 50, C, carries -0.030; number 51, N, carries -0.027; number 52, N, carries -0.092; number 53, H, carries 0.101; number 54, H, carries 0.089; number 55, H, carries 0.089; number 56, H, carries 0.104; number 57, H, carries 0.083; number 58, H, carries 0.082; number 59, H, carries 0.102; number 60, H, carries 0.091; number 61, H, carries 0.085; number 62, H, carries 0.109; number 63, H, carries 0.061; number 64, H, carries 0.104; number 65, C, carries -0.023; number 66, C, carries -0.240; number 67, C, carries -0.004; number 68, C, carries -0.026; number 69, C, carries -0.300; number 70, C, carries -0.037; number 71, C, carries -0.017; number 72, S, carries 0.586; number 73, O, carries -0.274; number 74, O, carries -0.413; number 75, O, carries -0.417; number 76, H, carries 0.093; number 77, H, carries 0.102; number 78, H, carries 0.082; number 79, H, carries 0.134; number 80, H, carries 0.126; number 81, H, carries 0.103; number 82, H, carries 0.127; number 83, Cl, carries 0.765; number 84, C, carries -0.665; number 85, C, carries -0.083; number 86, C, carries -0.048; number 87, C, carries -0.212; number 88, C, carries -0.295; number 89, C, carries -0.028; number 90, N, carries -0.036; number 91, C, carries -0.014; number 92, C, carries -0.086; number 93, N, carries -0.126; number 94, C, carries -0.098; number 95, O, carries -0.084; number 96, C, carries -0.137; number 97, C, carries -0.238; number 98, C, carries -0.888; number 99, Cl, carries 0.908

Molecular formula: C2H3ClFI
Method: DFT, ωB97M-V/def2-TZVPD

Total charge: 0
E_tot, eV: -25458.33825
LUMO level (alpha / beta), eV: 0.71 / -3.72
⟨S²⟩: 2.0054
Multiplicity: 3

Positions of all 8 atoms, in Å:
C -0.258 -0.346 -0.547
C 0.408 0.471 0.533
F -0.268 0.279 1.671
Cl 2.042 -0.254 0.794
I -2.219 0.195 -1.162
H 0.443 -0.443 -1.419
H -0.470 -1.422 -0.334
H 0.323 1.521 0.465

Quick look at the Löwdin charges, all values in e: number 1, C, carries -0.756; number 2, C, carries -0.842; number 3, F, carries -0.072; number 4, Cl, carries 0.596; number 5, I, carries 0.881; number 6, H, carries 0.054; number 7, H, carries 0.045; number 8, H, carries 0.095

Record-wise ΔE to the lowest compared entry with this formula, charge and spin values, in kcal/mol: 0.0 26.8